C28H45BrN2P2Pd | ωB97M-V/def2-TZVPD

Last column: Löwdin charge in e.
CARTESIAN COORDINATES (ANGSTROEM)
C 0.301832 2.418954 -1.142984  -0.272
H -1.188060 -4.991477 0.721291  0.064
C 0.739211 4.396637 0.225190  -0.109
H 2.786957 -0.146592 -2.030273  0.060
H 3.024366 4.148582 -2.303991  0.100
C -4.457322 2.375419 -3.905520  -0.156
C -0.993640 -0.214527 5.965221  -0.101
C 4.247525 -1.789654 -2.106035  -0.176
H 0.789794 -2.830870 -3.514231  0.074
H -0.781905 -4.005743 -1.603187  0.062
C -3.263193 1.900709 -1.849376  -0.231
H 0.843129 -3.363139 -1.213772  0.065
H 4.425306 -2.752098 -1.615443  0.065
C -0.027374 3.263246 -0.065398  -0.027
C -0.110924 -2.459387 -2.990921  -0.168
H 2.111538 -2.379373 0.932000  0.056
H -0.747830 -1.283485 5.837907  0.081
H -4.707944 -2.191768 -0.272723  0.075
C 3.316355 1.207933 0.417085  -0.434
H 3.294742 -0.808431 3.301212  0.064
H -2.413120 -0.131187 4.307018  0.122
H 5.083470 1.850032 -0.706997  0.066
H 0.447167 5.050734 1.052393  0.106
C -0.736495 -2.913564 1.318393  -0.388
Pd 0.083644 0.005165 -0.734323  0.410
H -0.926913 -4.755406 2.462414  0.072
H -2.198713 1.433301 -0.013292  0.085
H 1.553922 -0.776031 1.564562  -0.016
C -2.085580 1.490932 -1.111986  -0.118
H -2.809180 -2.076665 -1.854230  0.086
H 4.634449 2.946130 0.615554  0.059
C -1.372029 -4.305096 1.556570  -0.146
H -1.142762 -2.229009 2.089690  0.060
C 2.428593 -1.436732 1.404491  -0.501
C 2.206295 3.866351 -1.652572  -0.123
H 4.158528 -2.158721 2.522465  0.057
C 1.832568 4.719852 -0.584518  -0.751
H -0.063055 -1.347487 -2.913779  0.040
H 5.421536 1.396232 0.975500  0.058
C 1.484109 2.686986 -1.891400  -0.070
H -0.998241 -2.744430 -3.581343  0.072
P 3.419394 -0.567974 0.197597  0.928
N -5.250793 3.270823 -3.297824  0.022
C -0.487285 0.354436 3.587873  -0.197
H -1.741832 1.451672 4.823804  0.121
H -2.453414 -4.267807 1.729488  0.055
H -2.676800 -3.556015 -0.900369  0.075
C 4.693483 1.890871 0.318724  -0.159
H 5.162715 -1.196974 -2.006282  0.057
H -0.780793 1.441383 -2.793284  0.103
Br 2.848641 6.205462 -0.246022  0.792
H -2.800928 0.980102 -3.820137  0.108
H 2.150030 -1.712932 -1.442493  0.024
H -1.758536 -0.124867 6.740427  0.073
C -0.756113 1.500221 -1.702169  -0.273
H 2.613464 1.578670 -0.337342  0.017
H -3.619055 -0.876358 0.299207  0.063
P -0.925227 -2.034465 -0.316401  0.869
H 2.605154 -2.441577 3.317558  0.059
H -4.135878 2.985446 -0.138224  0.102
C -0.155167 -3.109171 -1.607079  -0.435
C -1.493540 0.391975 4.637149  -0.231
H 4.084025 -1.974396 -3.171125  0.060
H -3.636473 -2.482099 1.102180  0.053
C -2.657001 -2.453683 -0.827050  -0.403
C -4.206351 2.758694 -1.204526  -0.028
H 1.784936 2.020288 -2.716598  0.120
C 3.170531 -1.723993 2.713276  -0.165
C -5.138156 3.472302 -1.976852  -0.153
C 3.042100 -1.066312 -1.485081  -0.453
C -3.717625 -1.964342 0.139481  -0.154
H 0.348211 -2.986479 1.541311  0.048
H -0.888045 2.987199 0.548697  0.108
C -3.446714 1.662729 -3.244157  -0.028
H -0.085478 0.309633 6.309456  0.084
N 0.295745 0.358064 2.730615  0.181
H -5.799329 4.236954 -1.530101  0.106
H 2.840601 1.364656 1.394317  0.078
H -4.639278 2.251509 -4.978718  0.101

Cartesian forces (eV/Å) of the 2 atoms listed first:
0.37 -0.02 -0.45
-0.01 0.09 0.15

## Properties
E_tot = -4587.89946 Ha
frontier orbital gap (alpha / beta) = 6.01 / 6.00 eV
E_HOMO (alpha / beta) = -6.454 / -6.450 eV

***

C34H57Br22F13N3O | ωB97M-V/def2-TZVPD

Last column: Löwdin charge in e.
CARTESIAN COORDINATES (ANGSTROEM)
H -2.178339 -7.241686 2.090348  0.036
H -2.421067 -0.899269 0.524817  0.138
H 3.348168 6.668407 -8.466844  0.047
N 0.099252 -0.510355 1.981384  -0.024
Br 2.645468 5.400644 -2.631069  0.619
H -0.115038 -2.992206 -0.134143  0.027
H -0.668954 1.385334 1.496402  0.121
H 3.718972 0.686108 -3.057714  0.056
Br 1.272570 -8.630240 -0.706390  0.624
C -0.775886 0.362026 1.151006  -0.122
F -1.472707 0.862748 3.942111  0.157
C 1.214436 7.022084 -8.580062  -0.666
C -2.771474 0.599355 3.677834  -0.343
H 3.330860 2.401907 -2.849136  -0.007
Br -4.172606 -4.933272 3.054394  0.639
C -1.103436 -7.142312 1.956145  -0.672
H 0.433097 7.526250 -8.021442  0.056
H 0.302509 -6.590871 -2.585077  -0.014
C 0.157601 -1.804452 1.474644  -0.429
C 2.597279 7.353400 -8.087105  -0.667
N 0.237985 -2.887786 2.302274  0.145
Br -10.820204 0.056398 1.970349  0.612
F -5.106684 1.444059 1.061526  0.156
C -0.073614 4.886662 -3.271077  -0.673
C 6.954944 5.832609 2.892535  -0.697
Br 1.507134 -7.052231 3.136718  0.603
F -3.108960 2.689276 4.572434  0.173
H 5.895205 5.238970 -6.108440  0.058
H -9.652597 -1.860255 3.038920  0.048
C 1.450877 -3.102684 -4.012632  -0.823
H 0.879431 1.681533 -2.432221  0.038
Br -0.892409 -5.678243 0.691730  0.587
H 3.443040 4.476589 -5.709572  -0.026
C 1.614376 1.150190 2.966390  -0.338
H -0.223616 -2.660195 3.181496  0.083
H 2.178787 -8.327692 -2.981675  0.055
H -4.268046 -5.562760 5.459128  0.053
H 5.211028 5.779048 1.605359  0.052
Br 5.871490 6.416898 4.397828  0.612
C 0.824123 6.028602 -2.882607  -0.675
H -0.714223 -8.037087 1.480324  0.019
H 5.078858 -2.206833 0.691383  0.053
H -0.740404 -7.525546 4.036915  0.064
H 0.862732 6.810365 -3.634377  0.028
H 3.165239 1.926149 3.768245  0.085
H 0.465863 -1.413269 -0.510063  0.039
H -3.846662 -2.594037 4.804005  0.024
F -5.473399 2.980595 4.199680  0.172
H 0.912769 -9.570961 -2.979824  0.054
F -4.721131 4.587976 2.300104  0.191
C 3.016513 1.386147 -2.618069  -0.676
F -6.446557 4.354231 1.033123  0.209
Br 3.720743 2.089345 -6.356412  0.630
H -2.822161 0.764648 0.726783  0.123
H 2.443821 -2.681117 -4.126298  0.036
F -6.885307 2.164855 2.019273  0.140
H 1.395009 0.921524 4.007835  0.157
H 5.056152 -3.950016 0.358872  0.067
H 7.443515 6.730287 2.520843  0.059
F -2.859170 2.615244 2.437511  0.157
C 1.172643 -8.571376 -2.648090  -0.675
C -2.840189 -0.420665 2.519671  -0.419
H 0.516546 6.457367 -1.931397  0.063
H 1.464611 1.476037 -4.095743  0.026
H 7.045645 -3.557870 1.701672  0.065
C 1.598214 1.166379 -3.061000  -0.617
C 4.175075 3.983520 -6.341193  -0.715
H 7.700082 5.150028 3.286303  0.050
H 0.966204 -3.676909 -6.016938  0.067
Br -1.647105 -8.099641 -2.897005  0.615
F -3.249558 0.003831 4.784784  0.163
O 1.326139 2.372856 2.562463  -0.059
H -9.844787 -1.066222 5.500235  0.057
H 0.262914 -4.743252 -4.784859  0.048
H 4.044898 4.312699 -7.369917  0.044
C -10.378460 -1.153609 3.427220  -0.702
Br 3.227351 -3.349462 1.906884  0.769
F -2.181255 -1.532434 2.973052  0.082
Br 1.360387 -3.851201 -2.213821  0.682
H 5.865160 -4.286068 2.809283  0.055
C 1.129315 -4.145093 -5.049282  -0.666
Br 5.798789 4.026517 -3.964563  0.604
C -5.313936 3.801544 1.411791  -0.548
C -5.559221 2.341196 1.954838  -0.332
C -5.007566 2.037522 3.372058  -0.350
H -0.424416 0.378485 0.116608  0.118
C 5.017484 -3.193551 1.139228  -0.625
C -0.428062 -6.829547 3.261876  -0.687
C 5.594883 4.216196 -5.892749  -0.665
Br 2.609266 -5.378615 -5.307266  0.644
C 6.110240 5.209432 1.814348  -0.665
Br 6.264256 -1.889944 3.350262  0.626
H 1.221282 -3.099700 2.517391  -0.058
H 0.087698 4.002295 -2.662995  0.031
Br 3.160014 1.209637 -0.687909  0.769
C 6.076850 -3.429298 2.178376  -0.688
H 6.686407 5.092660 0.899209  0.058
H -0.619549 -5.813998 3.589852  0.002
Br -8.045766 0.204479 4.378479  0.743
C 1.485168 0.052341 1.940498  -0.140
F -5.546636 0.883112 3.805812  0.012
H 1.687407 0.529160 0.981752  -0.010
C -3.790298 -3.448204 5.470102  -0.676
H 0.712891 -2.303966 -4.036728  -0.117
H 0.322851 -7.357421 -4.188431  0.036
F -4.116818 -0.817096 2.324208  0.131
Br 0.237567 4.373816 -5.122582  0.606
H 2.237151 -0.689113 2.200650  0.095
C 0.198816 -7.528190 -3.120852  -0.731
Br 1.114400 -0.730021 -3.010449  0.886
H -10.470692 0.466989 4.865465  0.051
H 1.131081 7.277430 -9.633791  0.061
H 6.297458 3.527434 -6.349730  0.052
C -9.873994 -0.408851 4.634174  -0.678
C 2.900463 2.064206 2.674985  -0.119
C -4.534058 -4.645155 4.945448  -0.672
H -5.607199 -4.485558 5.017617  0.062
H 3.078059 3.132253 2.746455  0.046
C -3.446530 1.984031 3.478442  -0.314
Br 0.818913 5.115754 -8.493033  0.599
F -4.523756 3.725057 0.336358  0.167
C -2.250249 -0.042599 1.176081  -0.033
H -11.303896 -1.674437 3.661071  0.058
H -1.119405 5.179999 -3.211951  0.062
H 2.859992 8.371031 -8.365704  0.061
N 0.148726 -2.072787 0.196193  0.255
H -4.158635 -3.166163 6.453630  0.066
Br 5.529457 3.409756 2.289987  0.723
Br -1.901756 -3.846935 5.715388  0.644
Br 2.738834 7.312120 -6.146021  0.652

Cartesian forces (eV/Å) of the 2 atoms listed first:
0.01 0.05 0.07
-0.06 -0.23 0.15

## Properties
total charge = +1
E_tot = -59495.42896 Ha
frontier orbital gap = 8.22 eV
E_HOMO = -10.920 eV

***

C3H11N2S2 | ωB97M-V/def2-TZVPD

Last column: natural (NBO) charge in e.
CARTESIAN COORDINATES (ANGSTROEM)
N 2.405989 0.478328 2.761726  -0.710
C 1.369481 1.227049 2.471042  0.394
H -1.447680 2.327707 -0.978432  0.208
H -1.572309 2.009816 -2.729218  0.255
H -2.596323 1.122600 -1.593415  0.245
H 3.045801 0.752298 3.487635  0.439
H 0.145897 -2.672648 -1.782340  0.246
H 2.563754 -0.409194 2.312637  0.426
H -0.004925 -3.257983 -0.097644  0.253
N 0.457304 0.927548 1.595390  -0.701
H 1.187352 -2.089005 -0.459322  0.208
H -0.277000 1.597423 1.444696  0.428
H 0.453403 0.183430 0.884969  0.441
S -1.069847 -1.123546 -0.409476  0.068
C 0.172512 -2.391084 -0.733077  -0.753
C -1.614065 1.567730 -1.738603  -0.735
H 1.206493 2.156725 3.000096  0.231
S -0.298578 0.308148 -1.709206  0.056

Cartesian forces (eV/Å) of the 2 atoms listed first:
-0.04 0.16 0.03
-0.25 -0.28 -0.10

## Properties
total charge = +1
E_tot = -1026.55537 Ha
frontier orbital gap = 8.08 eV
E_HOMO = -11.425 eV

***

C9H14 | ωB97M-V/def2-TZVPD

Last column: natural (NBO) charge in e.
CARTESIAN COORDINATES (ANGSTROEM)
C 1.915028 -3.004940 0.583627  -0.607
H -1.661031 -0.525088 1.846795  0.223
C -1.624796 1.036152 -0.444908  -0.210
H -2.188200 2.613957 -1.898178  0.214
H 0.604576 -3.937152 1.966178  0.202
C -0.017289 2.706192 -1.414099  -0.223
H -0.371215 -2.663109 0.877311  0.206
C 0.429771 -3.454179 0.940444  -0.627
H -2.679813 0.618458 -0.604446  0.216
H 2.616926 -3.695406 0.957315  0.204
H -1.229572 -1.657655 0.501953  0.209
H 1.891554 -3.044242 -0.468459  0.208
H 2.082545 2.419569 -0.501148  0.225
C 0.667420 0.990213 0.104458  -0.218
H 0.247635 3.447419 -2.091445  0.212
H -0.083508 -1.135970 1.712643  0.216
C 1.034667 2.110277 -0.644862  -0.208
H -0.015088 -4.197934 0.254727  0.200
C -0.593514 0.417459 0.289177  -0.019
C -1.313946 2.185460 -1.261295  -0.211
H 1.393491 0.374857 0.565819  0.198
H 2.176378 -2.006276 1.094635  0.197
C -0.961453 -0.755206 1.145173  -0.604

Cartesian forces (eV/Å) of the 2 atoms listed first:
-2.54 1.49 1.22
-2.37 0.62 1.69

## Properties
E_tot = -351.24759 Ha
SMILES = Cc1ccccc1.CC
frontier orbital gap = 10.02 eV
E_HOMO = -9.033 eV

***

C2H6NO | ωB97M-V/def2-TZVPD

Last column: natural (NBO) charge in e.
CARTESIAN COORDINATES (ANGSTROEM)
C 0.051572 -1.597422 0.226281  -0.134
O -0.024926 -0.769393 1.382897  -0.265
H -1.757094 0.055688 0.224318  0.303
H 0.049080 1.856637 -1.362436  0.390
H 0.820677 -1.263077 -0.350005  0.245
H 0.180404 2.003765 0.213489  0.375
C -0.866284 -0.592788 0.499358  0.506
H 1.491094 1.506608 -0.703266  0.405
N 0.413751 1.418712 -0.525349  -1.080
H -0.358274 -2.618728 0.394713  0.254

Cartesian forces (eV/Å) of the 2 atoms listed first:
-1.71 -3.60 -0.53
-0.44 1.32 3.44

## Properties
total charge = +1
E_tot = -209.40035 Ha
frontier orbital gap = 9.94 eV
E_HOMO = -15.875 eV